Record 1
One molecule with the formula C7H7NO5S at a distorted geometry. Source: the Open Molecules 2025 dataset; level of theory: ωB97M-V/def2-TZVPD.

Structure (XYZ):
```
21
Properties=species:S:1:pos:R:3:forces:R:3:mulliken_charge:R:1
C -2.387109 0.176183 -0.299790 -1.9453 1.8813 -0.4940 -0.47
C -1.755233 1.311740 0.019891 3.8702 -0.7638 0.2490 -0.25
C -2.171264 -1.168312 -0.559095 0.0184 -2.7280 0.4925 -0.23
C -0.338649 1.608377 0.200901 -0.2389 0.6309 -0.2105 -0.43
C -1.178300 -1.989727 -0.724233 -0.0564 0.9779 -0.3558 0.59
C 0.586448 0.649534 -0.121548 0.1991 0.6983 1.1391 0.72
C -0.357101 -3.117927 -1.049850 -0.6074 -1.7109 -0.1212 -0.94
N 2.564412 2.091887 1.925494 1.3135 0.3880 -1.6651 0.76
O 1.639243 2.246931 2.644867 -1.2070 -0.1295 0.9431 -0.50
O 3.670027 2.570515 2.016180 -0.2503 -0.2907 0.1610 -0.52
O 3.167966 -0.109407 0.616122 -0.4969 0.4116 -0.4952 -0.57
O 2.901048 2.003592 -0.747098 -0.2103 -0.6362 0.5970 -0.54
O 0.558947 -0.506007 -0.531322 -0.7815 -1.5091 -0.7205 -0.65
S 2.428571 1.063950 0.239205 0.4998 0.5592 0.1819 1.00
H -3.415078 0.449302 -0.458516 -0.6220 -0.5365 0.2398 0.22
H -2.437830 2.056362 0.219146 -1.0318 1.9876 0.2629 0.37
H -3.148433 -1.749675 -0.398681 1.3666 0.2190 -0.6394 0.24
H 0.025952 2.631016 0.494294 -0.6320 -1.3591 -0.2378 0.28
H -0.075814 -3.655667 -0.106884 -0.1309 0.1652 -1.0046 0.27
H 0.542582 -2.725400 -1.509976 0.3325 0.1866 -0.1058 0.34
H -0.820385 -3.837267 -1.869106 0.6107 1.5581 1.7835 0.33
```
Forces are in eV/Å.

Properties
* orbital gap (spin up / spin down): 0.2381 / 0.2381 Ha
* M: 217.20 g/mol
* total charge: 0
* lowest unoccupied orbital energy (spin up / spin down): -1.75 / -1.75 eV
* ΔE to the lowest compared entry with this formula, charge and spin: 196.6 kcal per mole
* HOMO (spin up / spin down): -8.232 / -8.232 eV

=====

Record 2
A 7-piece molecular cluster, C21H56O7 overall at a distorted geometry. Source: the Open Molecules 2025 dataset; level of theory: ωB97M-V/def2-TZVPD.

Structure (XYZ):
```
84
Properties=species:S:1:pos:R:3:forces:R:3:mulliken_charge:R:1
C 8.602240 16.288600 -23.841790 -0.0442 0.1588 -0.7987 -1.14
C 9.744670 16.760750 -24.713860 -0.4134 2.0372 1.0152 0.45
C 10.125940 18.203150 -24.274390 0.1887 -0.2599 -0.8779 -1.18
O 10.801210 15.919500 -24.557330 2.7337 -1.0391 0.3995 -0.52
H 7.740680 16.849830 -24.203480 -0.5309 -0.4643 0.5021 0.29
H 8.831610 16.494760 -22.796330 -0.0821 0.2441 -0.0461 0.31
H 8.525420 15.203810 -23.915540 -0.5890 0.0023 -0.2353 0.37
H 9.586010 16.926860 -25.779390 -1.0021 -0.5202 -0.2116 0.20
H 10.821820 18.581920 -25.022980 0.1789 0.1806 0.1112 0.28
H 10.571530 18.358860 -23.291890 -0.1259 -0.4839 0.1043 0.29
H 9.226280 18.812360 -24.361330 -0.0396 0.0626 0.1157 0.35
H 10.611110 15.016360 -24.821520 -0.2796 0.0923 -0.0814 0.30
C 12.713640 24.388140 -20.459380 0.9867 -0.7436 -0.2288 -1.25
C 12.400700 23.922350 -21.890250 -2.3583 1.5212 -0.0822 0.61
C 11.436060 24.938260 -22.537120 -0.8955 -0.3076 -0.3353 -1.47
O 13.513700 23.932170 -22.724330 1.4297 -0.5890 0.1529 -0.57
H 12.087670 24.154700 -19.598110 -1.2219 0.1162 -0.7648 0.37
H 12.865460 25.465630 -20.523030 0.4413 -0.1054 0.4099 0.32
H 13.564370 23.815480 -20.090030 0.8477 0.5346 -0.4165 0.33
H 11.875850 22.968580 -21.944500 0.2055 -0.4099 0.4049 0.19
H 11.043720 24.639990 -23.509340 -0.1289 -0.9758 -0.0788 0.44
H 11.891160 25.860280 -22.898870 0.3528 0.3806 1.1503 0.39
H 10.553900 25.051050 -21.906880 0.0257 0.5724 0.0310 0.33
H 13.155310 23.719050 -23.589050 0.3274 -0.0161 -0.2730 0.31
C 3.408190 17.978220 -23.917010 1.7609 1.8635 2.0009 -1.36
C 2.810830 16.983240 -24.793850 0.2017 -0.4714 -0.4549 0.79
C 1.959800 16.060590 -23.977630 -1.1454 -0.2819 1.5397 -1.43
O 2.135770 17.722030 -25.794720 -0.5824 -0.6599 -0.7918 -0.57
H 4.215380 18.561030 -24.360720 0.2505 -0.3216 -0.4980 0.33
H 3.851750 17.517750 -23.034220 -0.0097 0.0054 0.2042 0.33
H 2.759020 18.792030 -23.593920 -0.6664 -0.4455 0.1109 0.36
H 3.645080 16.405730 -25.192100 -0.0771 -0.2259 -0.5802 0.18
H 1.264860 15.327660 -24.387460 0.3392 0.1897 -0.7734 0.35
H 1.362500 16.633900 -23.268650 -0.4194 0.4485 -0.2336 0.35
H 2.563410 15.525170 -23.244770 0.5175 -0.2464 -0.3754 0.36
H 2.777490 17.853330 -26.496540 -0.1283 0.1495 -0.1677 0.30
C 15.485290 23.493790 -27.691530 1.0215 1.7035 -0.6437 -1.32
C 15.137850 22.095570 -27.773390 0.5178 -2.4441 1.8419 0.75
C 15.950220 21.158470 -26.861710 1.7263 0.3462 -0.2360 -1.50
O 13.835820 21.947480 -27.280980 -1.2968 -0.5210 -0.5769 -0.53
H 16.448640 23.647420 -28.177780 0.1155 0.2056 0.0339 0.37
H 15.569400 23.836620 -26.660270 -0.2083 0.0285 -0.0174 0.30
H 14.749720 24.072940 -28.249760 -0.0251 0.2065 0.1878 0.34
H 15.280320 21.614550 -28.741080 -0.3220 0.5821 -0.6480 0.15
H 15.820400 21.193430 -25.780030 -0.5796 0.6107 -0.0330 0.33
H 16.995580 21.426610 -27.014740 0.3434 -0.4480 -0.0566 0.34
H 15.816400 20.112010 -27.135760 0.0219 -0.0640 -0.2475 0.45
H 13.879090 20.994610 -27.172530 -1.3218 -0.2073 0.4295 0.33
C 14.147000 16.845840 -20.435750 -0.8444 1.5608 -0.5503 -0.92
C 14.293590 18.214940 -19.686080 -0.8488 0.1941 -0.3210 0.18
C 12.932580 18.589200 -18.931990 0.9249 -0.8958 -1.2360 -1.14
O 15.356430 18.179840 -18.793630 0.3187 -0.5515 1.4968 -0.53
H 13.156620 16.957640 -20.877060 -0.2573 -0.7058 -0.0604 0.22
H 14.203030 15.960790 -19.801990 -0.1274 0.2507 0.2762 0.27
H 14.789800 16.680620 -21.300380 0.4558 0.3090 0.2945 0.29
H 14.651560 19.055720 -20.280250 -0.8445 -0.2047 -0.9793 0.29
H 12.688670 17.736210 -18.298730 0.1956 0.1475 0.6359 0.37
H 12.075780 18.582890 -19.605760 0.1526 0.3400 -0.3643 0.29
H 12.968370 19.545330 -18.409850 0.1886 -0.2546 0.1168 0.32
H 15.002710 17.598720 -18.116310 0.6792 -0.1861 0.6761 0.35
C 4.581560 19.073910 -29.786340 -0.4930 0.7568 -1.5861 -1.41
C 5.398960 17.846020 -29.559150 2.1179 1.5695 0.0194 0.52
C 6.327320 17.455770 -30.680270 1.0642 -0.4161 -0.9773 -1.39
O 6.348590 18.134780 -28.465800 -1.2601 -1.4029 0.5658 -0.52
H 5.131400 19.833620 -30.341870 0.5732 0.0026 0.0006 0.39
H 4.178930 19.644470 -28.949420 -0.2310 -0.7807 0.3154 0.34
H 3.824770 18.799770 -30.521350 -0.6031 0.1726 0.2772 0.39
H 4.761550 16.965440 -29.479270 0.1419 0.0137 1.4566 0.30
H 6.986360 16.713680 -30.229640 -0.3031 -0.6029 -0.2872 0.34
H 7.084120 18.159160 -31.027520 -0.3547 0.9443 0.3694 0.34
H 5.898000 17.103790 -31.618310 -0.4332 -0.3621 0.2382 0.39
H 6.744420 18.999620 -28.596120 -0.2401 0.0990 -0.3615 0.30
C 18.715540 15.830420 -26.126730 1.1944 -1.0820 0.8875 -1.25
C 17.847800 15.473290 -27.290360 0.0254 0.6415 -0.6312 0.54
C 16.394310 15.182260 -26.961470 0.5634 -0.7430 -0.0597 -1.08
O 17.984370 16.438000 -28.306970 -0.0137 1.3977 -0.4865 -0.58
H 19.591540 16.381470 -26.468900 -0.2875 0.4662 0.1916 0.33
H 19.148410 14.862890 -25.872530 0.2562 -0.1386 0.4208 0.33
H 18.315290 16.138240 -25.160740 -0.4007 0.7470 -0.4683 0.30
H 18.404280 14.632020 -27.703490 -0.8029 -0.8113 -0.0597 0.19
H 15.776510 15.234880 -27.857940 0.0779 -0.4408 -0.0568 0.30
H 15.893760 15.809440 -26.223770 0.5131 0.1813 0.1316 0.27
H 16.514230 14.169440 -26.576900 -1.0515 -0.2355 0.1324 0.34
H 17.768500 16.027470 -29.147490 -0.0865 0.0296 0.0015 0.30
```
Forces are in eV/Å.

Properties
* orbital gap: 0.3774 Ha
* M: 420.67 g/mol
* total charge: 0
* lowest unoccupied orbital energy: 0.35 eV
* ΔE to the lowest compared entry with this formula, charge and spin: 122.4 kcal per mole
* HOMO: -9.919 eV
* SMILES string: CC(C)O.CC(C)O.CC(C)O.CC(C)O.CC(C)O.CC(C)O.CC(C)O